Below is one molecule with the formula C4H12N2, with properties calculated with ωB97M-V/def2-TZVPD.

Geometry (Å):
C 2.59391 0.63303 -0.36179
N 1.15667 0.69736 -0.18645
C 0.41382 -0.48864 -0.60873
C -1.05125 -0.12390 -0.84404
C -1.79374 0.16525 0.46783
N -1.63069 -0.89631 1.44610
H 3.00431 1.63673 -0.29548
H 2.79426 0.28636 -1.37127
H 3.10756 -0.00291 0.36765
H 0.92025 0.99444 0.74839
H 0.50548 -1.30272 0.11130
H 0.85645 -0.80622 -1.55318
H -1.02868 0.79333 -1.42955
H -1.58739 -0.89267 -1.39648
H -1.48273 1.13649 0.86125
H -2.84156 0.33961 0.24991
H -1.58145 -0.57373 2.39983
H -2.35522 -1.59550 1.39471

Maximum force (eV/Å): 0.71
Relative energy (zero: lowest compared OMol25 entry of this formula, charge and spin) (kJ/mol): 65.1
Spin multiplicity: 1
SMILES: CNCCCN
Total charge: 0



Below is one molecule with the formula C4H4IN3O2, with properties calculated with ωB97M-V/def2-TZVPD.

Geometry (Å):
C 0.31131 1.48156 0.19876
C 2.63065 1.13818 0.78984
C 0.48050 -0.86237 0.06394
C -1.72046 0.18537 -0.21074
N 1.57951 1.63692 0.37949
N -0.22626 0.20493 -0.08487
N -0.09657 -2.11876 -0.03313
O -0.17515 -2.47080 -1.21280
O -0.46066 -2.73444 0.96347
I 4.16502 0.67347 -0.45552
H -0.51513 2.11408 0.24456
H -1.87213 1.11222 -0.72973
H -1.92602 -0.79870 -0.74192
H -2.17463 0.43831 0.82865

Maximum force (eV/Å): 2.30
Relative energy (zero: lowest compared OMol25 entry of this formula, charge and spin) (kJ/mol): 347.2
Spin multiplicity: 1
Total charge: 0



Below is a 3-piece molecular cluster, C5H11NO overall, with properties calculated with ωB97M-V/def2-TZVPD.

Geometry (Å):
C 0.55567 1.31877 1.61368
C 1.12377 0.63064 0.41551
N 1.49252 -0.58834 0.45773
C 2.05508 -1.10122 -0.72834
O 2.77075 -0.48697 -1.48319
H -0.12250 2.12672 1.32583
H 0.03358 0.60225 2.25231
H 1.37539 1.76132 2.19238
H 1.23177 1.21196 -0.50962
H 1.79908 -2.16333 -0.88740
H -0.83569 -2.50378 0.50372
H -0.27941 -2.06590 0.73904
C -2.12644 -0.38274 -0.83888
C -1.60502 0.80352 -1.12515
H -1.98463 -1.24038 -1.48955
H -2.71405 -0.55158 0.05910
H -1.01526 0.96834 -2.02283
H -1.75463 1.66073 -0.47435

Maximum force (eV/Å): 0.47
Relative energy (zero: lowest compared OMol25 entry of this formula, charge and spin) (kJ/mol): 313.7
Spin multiplicity: 1
SMILES: C/C=N/C=O.[H][H].C=C
Total charge: 0



Below is C10H18F30N5O29S10 as an isolated structure, with properties calculated with ωB97M-V/def2-TZVPD.

Geometry (Å):
C -2.44120 -2.05548 6.00105
F -2.77688 -0.82047 6.30957
F -3.46264 -2.90540 6.08281
F -1.97980 -2.05676 4.75749
S -1.03272 -2.64647 7.12565
O 0.16449 -2.71373 6.36931
O -1.03275 -1.77990 8.29099
N -1.38076 -4.28310 7.46382
S -2.47465 -4.40145 8.63865
O -3.29996 -3.24354 8.86802
O -3.24997 -5.62753 8.57887
C -1.39270 -4.57059 10.22050
F -0.89119 -3.38243 10.59062
F -2.18955 -5.04690 11.19534
F -0.35426 -5.39675 10.04655
C 3.16242 4.03974 -2.44351
F 3.35497 4.25567 -3.73279
F 2.57446 2.85427 -2.32525
F 4.35460 4.05043 -1.86468
S 2.03560 5.28484 -1.59743
O 0.83487 5.49003 -2.37904
O 1.78088 4.76478 -0.29731
N 2.78417 6.88440 -1.74028
S 3.48083 6.96847 -0.32208
O 2.55867 7.35809 0.75298
O 4.41430 5.91347 0.01278
C 4.67830 8.40299 -0.52697
F 5.69846 8.12924 -1.33268
F 4.01582 9.44771 -1.10238
F 5.08938 8.83255 0.65352
C -1.05882 -0.74179 -8.55325
F -0.52574 0.47309 -8.55536
F -2.32323 -0.68906 -8.08695
F -1.14459 -1.12919 -9.82243
S -0.00400 -2.00513 -7.55419
O -0.89333 -2.78351 -6.70736
O 0.68490 -2.78124 -8.58002
N 1.05892 -0.88938 -6.64870
S 0.23044 -0.68019 -5.32881
O -1.03881 -0.04314 -5.57831
O 0.30734 -1.79134 -4.43233
C 1.22951 0.77216 -4.59807
F 1.30250 1.77036 -5.49932
F 0.71108 1.28621 -3.46654
F 2.46685 0.38960 -4.30066
C -3.25424 0.25529 2.20587
F -3.43029 -1.02920 1.99047
F -4.36904 0.90809 2.55435
F -2.44621 0.41789 3.28741
S -2.38501 1.18230 0.80750
O -3.02417 0.77459 -0.46121
O -2.47173 2.60313 1.01817
N -0.74929 0.60098 0.99739
S -0.15849 0.71422 -0.44430
O -0.65279 -0.34149 -1.33010
O -0.25515 2.06239 -1.01155
C 1.70971 0.16135 -0.14485
F 2.19604 0.97767 0.78403
F 1.66979 -1.10155 0.22683
F 2.44952 0.26050 -1.25126
C -2.01156 -4.20573 -2.42537
F -1.54697 -3.46425 -3.39828
F -2.28065 -3.52299 -1.31310
F -3.03024 -4.90599 -2.85909
S -0.59823 -5.48932 -1.86030
O -0.09975 -5.02915 -0.55672
O -1.33645 -6.75967 -1.76443
N 0.40289 -5.58556 -3.32846
S 1.56579 -4.54515 -2.91899
O 2.30487 -4.18597 -4.12226
O 1.16309 -3.36870 -2.17770
C 2.80401 -5.54911 -1.79838
F 3.67264 -4.67562 -1.27460
F 2.26153 -6.33596 -0.87002
F 3.53645 -6.39238 -2.58789
O -2.49291 5.29724 2.69285
H -3.12915 4.93381 2.06800
H -2.79628 4.99527 3.55302
O -2.48945 1.95985 -3.82723
H -2.78491 2.86731 -3.93180
H -1.78081 2.00769 -3.17245
O -0.02421 4.31398 1.92814
H -0.93694 4.12701 1.70259
H 0.39689 4.52583 1.08337
O -2.48572 -5.08609 1.08054
H -1.96561 -4.71539 1.80093
H -2.51804 -4.38721 0.42695
O -0.68973 -1.83019 2.21101
H -0.93318 -1.04432 1.67404
H -0.40109 -2.48723 1.56270
O 5.31367 1.22860 -1.27565
H 6.07675 1.02601 -1.82172
H 4.57186 0.81508 -1.73261
O 2.60827 3.37557 2.58663
H 3.39036 3.86365 2.85966
H 2.92853 2.75420 1.92764
O 0.24900 1.83772 3.19182
H 0.42088 1.15571 3.84824
H -0.12423 1.34772 2.42499
O -5.52399 -0.09144 -1.49550
H -5.91749 -0.32390 -0.65174
H -4.62480 0.19928 -1.26936

Maximum force (eV/Å): 5.11
Relative energy (zero: lowest compared OMol25 entry of this formula, charge and spin) (kJ/mol): 175.6
Spin multiplicity: 1
Total charge: -5